Entry 1:
Computed, not measured: 7 unconnected molecules or ions with the total composition C21H44BN2O11P, with wB97M-V/def2-TZVPD.

Geometry as XYZ:
```
80
C21H44BN2O11P wB97M-V/def2-TZVPD
C 1.7231 -2.4178 5.5881
C 0.3947 -1.8959 4.9962
C 0.5351 -1.7806 3.4902
N -0.7572 -1.7997 2.8110
C -0.7483 -1.3367 1.4599
C -0.5079 -2.2911 0.4444
P -0.3207 -4.0513 0.8978
O -1.4731 -4.8874 0.4847
C -0.4400 -1.8320 -0.8711
C -0.6615 -0.4798 -1.1953
C -0.9561 0.4694 -0.1911
C -1.2143 1.9217 -0.5543
C -2.6651 2.3379 -0.3125
C -0.1459 2.8761 0.0765
C -0.7214 3.9236 1.0303
C -0.9751 0.0170 1.1519
B -1.2683 0.9381 2.4242
N -0.2190 1.5159 3.2158
O -2.5430 1.1816 2.8648
C -0.5532 -0.1426 -2.6450
O -1.2583 0.6394 -3.2366
C 0.5049 -0.8881 -3.3964
C 1.2911 -0.1917 -4.4622
C 1.9185 1.0890 -3.9269
O 2.9077 0.8222 -2.9457
C 4.1479 0.3900 -3.4726
C 5.1904 1.5132 -3.5259
C 0.6914 -2.1630 -3.0795
C -0.0845 -2.7745 -1.9877
O -0.3963 -3.9317 -2.0076
H 2.5504 -2.1428 4.9341
H 1.7204 -3.5027 5.6381
H 1.9052 -2.0100 6.5757
H 0.1951 -0.9280 5.4500
H -0.3727 -2.6291 5.2279
H 1.1697 -0.9364 3.2122
H 1.0845 -2.6720 3.1675
H -1.4944 -1.3774 3.3601
H -0.2255 -4.0707 2.2905
H 0.9177 -4.4379 0.3472
H -1.0758 2.0125 -1.6183
H -3.2770 1.8116 -1.0398
H -2.8124 3.3895 -0.5236
H -3.0583 2.0801 0.6602
H 0.6305 2.2915 0.5667
H 0.3267 3.4317 -0.7293
H 0.0635 4.4358 1.5708
H -1.4473 3.5259 1.7344
H -1.2384 4.6768 0.4488
H -0.4745 1.5236 4.1981
H 0.6523 1.0095 3.1479
H -3.2074 0.8086 2.2789
H 2.0997 -0.8680 -4.7324
H 0.6990 -0.0056 -5.3563
H 2.3707 1.6603 -4.7425
H 1.1720 1.6948 -3.4274
H 4.0523 -0.0653 -4.4586
H 4.5086 -0.3967 -2.8124
H 4.7388 2.4929 -3.4078
H 5.7023 1.4824 -4.4862
H 5.9654 1.3724 -2.7791
H 1.4284 -2.7720 -3.5825
O -1.0735 6.8529 1.5510
H -1.0666 6.8305 2.5130
H -0.4936 7.5871 1.3256
O -5.6936 2.2446 -0.9340
H -6.2328 2.7378 -1.5603
H -5.6369 1.3628 -1.3158
O -1.5436 -7.3977 -1.0516
H -1.6514 -6.4539 -1.2267
H -1.3745 -7.4157 -0.1045
O -0.2163 3.9569 -3.5363
H 0.6421 4.0433 -3.9621
H -0.4969 3.0574 -3.7433
O -3.3212 -8.8046 1.7943
H -2.8270 -9.1254 1.0327
H -3.8087 -8.0484 1.4521
O 2.5973 4.0030 1.2729
H 2.3771 3.1794 1.7190
H 3.1549 3.7336 0.5362
```

Summary:
HOMO-LUMO gap, eV: 8.4
DFT total energy, Ha: -2130.00414
E_HOMO, eV: -9.41
Total charge: 0
SMILES: CCCNc1c([PH2]=O)c2c(c([C@@H](C)CC)c1B(N)O)C(=O)C(CCOCC)=CC2=O.O.O.O.O.O.O

Mulliken atomic charge list, values in e, 2 entries:
1 C -1.28
2 C -0.42


Entry 2:
Computed, not measured: C2H3NO5S2 in the gas phase, with wB97M-V/def2-TZVPD.

Geometry as XYZ:
```
13
C2H3NO5S2 wB97M-V/def2-TZVPD
C -0.0414 -1.3797 -0.2572
C -1.4311 -0.7528 -0.0494
N -0.5400 1.4554 0.5759
O 0.3559 -2.0448 -1.1105
O 2.5156 -1.4377 0.7556
O 1.7864 2.1988 0.4816
O 1.0794 0.8634 -1.4641
O -1.3772 0.6622 -0.2250
S 1.1925 -0.8074 1.0612
S 1.0158 1.1312 -0.0716
H -1.9614 -0.9783 -0.8682
H -1.7548 -1.2834 0.8969
H -0.8398 2.3731 0.2748
```

Summary:
HOMO-LUMO gap, eV: 9.1
DFT total energy, Ha: -1305.16766
E_HOMO, eV: -9.97
Total charge: 0
Energy above the lowest of the compared OMol25 structures with the same formula, charge and spin, kJ/mol: 66.07

natural (NBO) atomic charge list, values in e, 2 entries:
1 C 0.38
2 C -0.17


Entry 3:
Computed, not measured: 4 unconnected molecules or ions with the total composition C16H24O12, with wB97M-V/def2-TZVPD.

Geometry as XYZ:
```
52
C16H24O12 wB97M-V/def2-TZVPD
C -5.4901 0.2134 0.4519
C -5.0159 -0.8556 -0.6267
C -3.6349 -0.8020 -1.2031
O -3.3490 -2.1007 -1.2901
C -3.9655 -2.8516 -0.3361
O -3.7797 -3.9875 0.0764
O -5.0841 -2.1580 0.0228
H -6.5193 -0.0751 0.6652
H -5.4846 1.2865 0.2607
H -4.9175 0.1527 1.3774
H -5.7138 -0.9928 -1.4527
H -2.9061 -0.3028 -0.5645
H -3.8400 -0.3475 -2.1724
C -1.8768 5.6613 -0.5071
C -2.3215 4.5324 0.4632
C -2.9965 3.3948 -0.2606
O -2.5372 2.2894 0.4667
C -1.4115 2.6015 1.1547
O -0.7420 1.8073 1.8205
O -1.2105 3.9086 1.0242
H -1.5509 5.2591 -1.4663
H -1.0892 6.2621 -0.0522
H -2.6583 6.3884 -0.7280
H -3.0797 4.9657 1.1156
H -2.5387 3.3524 -1.2489
H -4.0558 3.6052 -0.4084
C -0.4943 -1.5458 1.2210
C 0.0883 -1.3116 -0.2130
C 1.1556 -0.2178 -0.3172
O 2.3128 -0.9225 -0.9765
C 1.9400 -2.2876 -1.1001
O 2.5827 -3.1356 -1.6707
O 0.7906 -2.5201 -0.5070
H -1.0655 -2.4621 1.0720
H -1.3528 -0.8743 1.2310
H 0.1800 -1.6071 2.0753
H -0.6919 -1.0553 -0.9297
H 1.2992 0.2939 0.6344
H 0.7765 0.4799 -1.0639
C 7.3490 -2.5915 -0.8184
C 6.6631 -1.5903 0.1967
C 5.0869 -1.3862 -0.0328
O 4.5511 -1.2443 1.2613
C 5.4859 -1.6661 2.2190
O 5.2187 -2.0161 3.3293
O 6.6804 -1.9876 1.6045
H 8.3583 -2.4907 -0.4192
H 7.1815 -2.1691 -1.8092
H 7.1238 -3.6441 -0.6472
H 7.0273 -0.5670 0.1049
H 4.6402 -2.2577 -0.5113
H 4.8818 -0.4304 -0.5151
```

Summary:
HOMO-LUMO gap, eV: 10.6
DFT total energy, Ha: -1526.91558
E_HOMO, eV: -10.52
Total charge: 0
SMILES: C[C@H]1COC(=O)O1.C[C@H]1COC(=O)O1.C[C@H]1COC(=O)O1.C[C@H]1COC(=O)O1
Energy above the lowest of the compared OMol25 structures with the same formula, charge and spin, kJ/mol: 277.68

natural (NBO) atomic charge list, values in e, 2 entries:
1 C -0.64
2 C 0.08


Entry 4:
Computed, not measured: a gas-phase ion, C5H12NO (charge -1), with wB97M-V/def2-TZVPD.

Geometry as XYZ:
```
19
C5H12NO wB97M-V/def2-TZVPD
C -0.0281 1.4113 -0.4204
C -0.4952 0.0174 -0.0632
C -0.2787 -0.3549 1.4335
C 1.0367 0.2376 2.2037
N 0.1177 -0.9644 -0.9475
C -0.3332 -0.7651 -2.4085
O -1.4429 -0.2205 -2.6940
H 1.0989 1.4034 -0.2645
H -0.4162 2.1362 0.3458
H -0.4018 1.7836 -1.3281
H -1.5954 -0.0352 -0.2835
H -0.3810 -1.5578 1.6105
H -1.1716 0.1433 1.9854
H 1.3095 1.2873 2.0585
H 1.0030 -0.1140 3.3115
H 1.8600 -0.2953 1.7090
H -0.2042 -1.8602 -0.6248
H -0.3194 -1.9618 -2.8300
H 0.6417 -0.2909 -2.7934
```

Summary:
HOMO-LUMO gap, eV: 6.3
DFT total energy, Ha: -327.64461
E_HOMO, eV: -2.45
Total charge: -1
SMILES: CC[C@@H](C)NC[O-]
Energy above the lowest of the compared OMol25 structures with the same formula, charge and spin, kJ/mol: 135.05

natural (NBO) atomic charge list, values in e, 2 entries:
1 C -0.61
2 C -0.09


Entry 5:
Computed, not measured: a molecular structure, C37H44CsF6N5O8S3Si, with wB97M-V/def2-TZVPD.

Geometry as XYZ:
```
105
C37H44CsF6N5O8S3Si wB97M-V/def2-TZVPD
Cs 0.6059 -0.3392 -0.0270
F 3.7485 -0.7706 -5.1218
C 3.9897 -0.9909 -3.8242
F 5.1443 -1.6681 -3.7338
F 4.1650 0.1886 -3.2233
S 2.6146 -1.9746 -3.0240
O 2.5386 -1.4116 -1.7109
O 3.0323 -3.3312 -3.1897
N 1.3431 -1.6861 -3.8999
S 0.5170 -0.3590 -3.7472
O 1.2636 0.8365 -4.0326
O -0.3563 -0.3435 -2.6119
C -0.5923 -0.5159 -5.2111
F -1.3498 -1.6114 -5.1646
F 0.1141 -0.5362 -6.3473
F -1.3972 0.5523 -5.2389
C -0.9996 4.7001 1.6705
C -0.7346 4.9543 3.0091
C -0.0296 4.0222 3.7406
C 0.4196 2.8240 3.1441
N 0.1875 2.6163 1.8405
C -0.5057 3.5152 1.1530
C 1.1520 1.7824 3.9099
C 1.1770 1.9010 5.3130
C 1.8553 0.9927 6.1064
C 2.5154 -0.0606 5.4831
C 2.4553 -0.1740 4.0989
C 1.7842 0.7092 3.2293
H -1.5628 5.3808 1.0446
H -1.0757 5.8683 3.4836
H 0.1807 4.2335 4.7781
H -0.6939 3.2702 0.1127
H 0.6459 2.6976 5.8272
H 1.8555 1.1020 7.1861
H 3.0603 -0.7997 6.0679
H 2.9720 -1.0348 3.6647
N 5.7362 2.0804 -0.6961
C 6.7273 1.1270 -0.4218
C 8.0072 1.2944 -0.9338
C 9.0111 0.3774 -0.6544
C 8.7293 -0.7243 0.1375
C 7.4458 -0.9015 0.6355
C 6.4397 0.0180 0.3716
S 4.8305 -0.2167 1.0397
N 3.8792 0.9162 0.2387
C 4.3764 1.8493 -0.4562
C 3.4411 2.8049 -1.0965
C 3.8615 4.0252 -1.6249
C 2.9297 4.8446 -2.2399
C 1.6157 4.4264 -2.3162
C 1.2910 3.2052 -1.7381
N 2.1672 2.4245 -1.1310
H 5.9225 2.6552 -1.5001
H 8.2120 2.1623 -1.5522
H 10.0044 0.5260 -1.0580
H 9.4990 -1.4514 0.3632
H 7.2130 -1.7700 1.2412
H 4.8886 4.3514 -1.5270
H 3.2310 5.7987 -2.6552
H 0.8538 5.0195 -2.8030
H 0.2733 2.8332 -1.7809
C -3.1586 -2.1947 3.5556
C -4.3697 -1.7549 2.7327
C -4.5686 -0.2444 2.8604
C -5.6247 -2.4893 3.2014
O -4.2021 -2.1299 1.3668
Si -3.0751 -1.3700 0.3580
O -1.7271 -1.0137 1.0287
O -2.9814 -2.4327 -0.9319
C -2.5052 -3.7614 -0.9654
C -3.7174 -4.6919 -0.8502
C -1.8166 -3.9391 -2.3175
C -1.5155 -4.0732 0.1599
O -3.8481 -0.0572 -0.3151
C -4.7603 0.0460 -1.3861
C -5.3930 1.4333 -1.2602
C -4.0106 -0.0605 -2.7153
C -5.8538 -1.0214 -1.2953
H -3.2866 -1.9290 4.6082
H -2.2661 -1.7134 3.1526
H -3.0475 -3.2806 3.4867
H -4.6584 0.0449 3.9106
H -5.4701 0.0668 2.3268
H -3.7124 0.2820 2.4340
H -5.8435 -2.2606 4.2484
H -5.4801 -3.5671 3.0988
H -6.4791 -2.1969 2.5867
H -4.3820 -4.5381 -1.7043
H -4.2615 -4.4511 0.0650
H -3.4175 -5.7435 -0.8275
H -2.5254 -3.7331 -3.1233
H -1.4297 -4.9542 -2.4381
H -0.9883 -3.2335 -2.4049
H -1.9911 -3.9613 1.1364
H -0.6462 -3.4118 0.1442
H -1.1613 -5.1030 0.0573
H -4.6083 2.1918 -1.2789
H -5.9244 1.5120 -0.3093
H -6.0934 1.6241 -2.0781
H -3.2756 0.7434 -2.7901
H -4.7042 0.0172 -3.5579
H -3.4825 -1.0125 -2.7634
H -6.3478 -0.9645 -0.3230
H -5.4167 -2.0147 -1.3976
H -6.5990 -0.8740 -2.0826
```

Summary:
HOMO-LUMO gap, eV: 4.6
DFT total energy, Ha: -4415.65980
E_HOMO, eV: -1.00
Total charge: -2
Energy above the lowest of the compared OMol25 structures with the same formula, charge and spin, kJ/mol: 261.87

Mulliken atomic charge list, values in e, 2 entries:
1 Cs 1.11
2 F -0.26